[1]
Here is an isolated molecule of O5S2 from OMol25. Energies are from ωB97M-V with the def2-TZVPD basis set.

Calculated values
Energy above the lowest of the compared OMol25 structures with the same formula, charge and spin, kJ/mol: 59.1

Structure (ORCA input):
```
! wB97M-V def2-TZVPD RIJCOSX def2/J DEFGRID3
* xyz 0 1
O 1.35096 -0.82033 -0.35796
O 0.83075 1.12839 0.82917
O -1.12606 -0.11846 -0.14314
O -0.94084 0.25369 -2.57839
O 0.72821 -1.00877 2.06101
S 0.77006 -0.29916 0.81501
S -1.27848 0.78429 -1.28913
*
```

---

[2]
Here is an isolated molecule of C24H27N3O3 from OMol25. Energies are from ωB97M-V with the def2-TZVPD basis set.

Calculated values
SMILES string: COc1ccc(C(=O)N[C@@H]2CC(C)(C)Cc3c2cnn3-c2ccccc2)c(OC)c1
Energy above the lowest of the compared OMol25 structures with the same formula, charge and spin, kJ/mol: 186.6

Structure (ORCA input):
```
! wB97M-V def2-TZVPD RIJCOSX def2/J DEFGRID3
* xyz 0 1
C 1.78586 -0.63568 7.56308
O 1.51357 -1.60600 6.57985
C 1.06859 -1.18844 5.36473
C 0.85011 0.13333 4.99958
C 0.39674 0.40601 3.72346
C 0.12983 -0.59076 2.79525
C -0.32911 -0.12535 1.44687
O 0.00220 0.96853 1.02694
N -1.14680 -0.98268 0.80265
C -1.74965 -0.85450 -0.51773
C -1.10222 -1.81685 -1.53552
C 0.12527 -1.26217 -2.27859
C 1.25307 -0.90099 -1.31290
C 0.62514 -2.33565 -3.25096
C -0.28677 -0.01280 -3.08010
C -1.07712 0.89912 -2.21394
C -1.72481 0.53414 -1.05407
C -2.31545 1.71866 -0.57976
N -2.03849 2.72547 -1.37337
N -1.29128 2.23337 -2.37428
C -0.81461 3.10872 -3.35505
C -0.56598 4.43029 -2.99094
C -0.09959 5.33030 -3.92817
C 0.12635 4.92489 -5.23413
C -0.13632 3.61641 -5.60032
C -0.61204 2.70771 -4.67128
C 0.36347 -1.92734 3.16755
O 0.12996 -2.90294 2.23548
C 0.49977 -4.22955 2.53093
C 0.83080 -2.20650 4.44031
H 2.12433 -1.18958 8.43729
H 0.88906 -0.06398 7.82146
H 2.57506 0.05077 7.24125
H 1.03159 0.94565 5.68372
H 0.23919 1.42718 3.41084
H -1.27325 -1.88902 1.22503
H -2.80019 -1.16349 -0.38564
H -0.82140 -2.73575 -1.01580
H -1.86069 -2.07375 -2.27964
H 1.45281 -1.72422 -0.62982
H 0.99934 -0.02085 -0.73092
H 2.16524 -0.68731 -1.86718
H -0.16887 -2.65512 -3.92361
H 1.44714 -1.95041 -3.85037
H 0.98101 -3.20645 -2.70487
H 0.60299 0.49299 -3.46270
H -0.89270 -0.32779 -3.93784
H -2.91032 1.86410 0.29948
H -0.75106 4.72380 -1.97023
H 0.09395 6.35246 -3.63864
H 0.49759 5.62749 -5.96513
H 0.02109 3.29870 -6.62077
H -0.84536 1.70204 -4.97980
H 0.29511 -4.79850 1.62468
H -0.09262 -4.63896 3.35495
H 1.56360 -4.30425 2.77266
H 1.02681 -3.21449 4.76600
*
```

---

[3]
Here is a cluster of 2 separate species, C4H10O3 in total from OMol25. Energies are from ωB97M-V with the def2-TZVPD basis set.

Calculated values
SMILES string: O=CCCCO.O
Energy above the lowest of the compared OMol25 structures with the same formula, charge and spin, kJ/mol: 252.8

Structure (ORCA input):
```
! wB97M-V def2-TZVPD RIJCOSX def2/J DEFGRID3
* xyz 0 1
O -1.16900 1.31514 3.04044
C -0.77365 0.20065 2.76888
C 0.21468 -0.07147 1.59379
C 0.08159 0.94964 0.35915
C 0.34270 0.83194 -1.19892
O -0.31109 1.91283 -1.83437
H -1.37472 -0.61301 3.36199
H -0.08286 -1.09240 1.18820
H 1.24048 -0.15578 1.84744
H -0.92567 1.23379 0.41567
H 0.80196 1.77564 0.64204
H 1.43304 0.76533 -1.48799
H -0.12056 -0.18747 -1.41942
H -0.33206 1.70222 -2.77235
O 0.24858 -2.56159 -1.91495
H 0.90386 -2.58448 -2.66374
H -0.17729 -3.42097 -1.92587
*
```

---

[4]
Here is the ion C11H12N3S with charge +1 from OMol25. Energies are from ωB97M-V with the def2-TZVPD basis set.

Calculated values
Energy above the lowest of the compared OMol25 structures with the same formula, charge and spin, kJ/mol: 255.5

Structure (ORCA input):
```
! wB97M-V def2-TZVPD RIJCOSX def2/J DEFGRID3
* xyz 1 1
C -1.46396 -2.70087 0.87137
C -0.31285 -1.97808 0.57423
C -2.60927 -2.46506 0.09147
C -1.44907 -1.01546 -1.23540
C -0.24130 -1.07363 -0.47099
C -0.44138 2.18636 0.64736
C -0.01727 2.70788 -0.53942
C 0.13084 0.99343 1.29588
C 2.34006 1.43765 0.11011
C 1.13878 0.39477 -1.83997
C 1.39698 0.32137 0.49104
N -2.57948 -1.57615 -0.95876
N -0.30332 0.64381 2.38822
N 0.89221 -0.35978 -0.68419
S 1.44527 2.21869 -1.34084
H -1.67001 -3.34013 1.73596
H 0.55871 -1.83509 1.21765
H -3.47831 -3.05384 0.10869
H -1.53523 -0.38427 -2.14655
H -1.54340 2.33555 1.07690
H -0.49658 3.51941 -1.09826
H 2.54989 2.15309 0.81664
H 3.26862 1.05787 -0.41448
H 2.02855 -0.03444 -2.14935
H 0.30539 0.32927 -2.64666
H 1.95601 -0.27439 1.16942
H 0.13011 -0.20796 2.92994
*
```

---

[5]
Here is an isolated molecule of C5H8BrN3 from OMol25. Energies are from ωB97M-V with the def2-TZVPD basis set.

Calculated values
Energy above the lowest of the compared OMol25 structures with the same formula, charge and spin, kJ/mol: 250.8

Structure (ORCA input):
```
! wB97M-V def2-TZVPD RIJCOSX def2/J DEFGRID3
* xyz 0 1
C 0.62085 -0.28681 2.71928
C -0.10680 0.45274 0.71751
C -1.51138 -0.41836 -1.07783
C 0.69261 0.81416 -1.52002
C -0.56083 0.62213 -0.63599
N -0.04434 0.61207 1.92816
N 1.18530 -1.29769 2.14413
N 0.93070 -1.42738 0.90255
Br -1.50208 2.55061 -0.52368
H 1.05360 -0.01901 3.63805
H -2.35924 -0.55333 -0.44639
H -1.74362 -0.08330 -2.02395
H -1.08336 -1.32791 -1.15536
H 0.96365 -0.19244 -1.65328
H 1.52226 1.37503 -0.97794
H 0.37878 1.19644 -2.46783
H 1.56389 -2.01695 0.43257
*
```

---

[6]
Here is an isolated molecule of C5H9FS from OMol25. Energies are from ωB97M-V with the def2-TZVPD basis set.

Calculated values
SMILES string: C[C@@H]1[C@@H](S)[C@@H]1CF
Energy above the lowest of the compared OMol25 structures with the same formula, charge and spin, kJ/mol: 134.0

Structure (ORCA input):
```
! wB97M-V def2-TZVPD RIJCOSX def2/J DEFGRID3
* xyz 0 1
C 2.18199 -0.52345 -0.39371
C 1.13126 0.32725 0.26923
C -0.25418 -0.31076 0.54320
S -1.02377 -0.13179 2.16295
C -0.12225 0.83423 -0.44361
C -0.46787 0.63954 -1.89164
F -0.50037 -0.68093 -2.29504
H 1.76586 -1.12736 -1.19567
H 2.65400 -1.18328 0.28658
H 2.91731 0.10582 -0.81139
H 1.45688 0.99309 1.06526
H -0.44268 -1.30082 0.19795
H -0.46551 0.98999 2.63435
H -0.58047 1.75144 -0.05449
H -1.48263 1.11508 -1.96838
H 0.24711 1.09224 -2.60689
*
```

---

no.,LUMO energy (eV)
1,-2.793
2,0.584
3,0.491
4,-4.804
5,-0.520
6,0.931